[1]
210
Properties=species:S:1:pos:R:3 method="wB97M-V/def2-TZVPD" charge=+1 molar_mass_da=1100.8 max_force_ev_per_a=4.1 e_lumo_ha="-0.0882 / -0.2319" multiplicity=2 homo_energy_ev="-9.292 / -9.292" e_above_lowest_kcal_mol=1.4
C -7.310 5.266 -3.529
C -6.547 3.918 -3.400
C -5.298 3.965 -4.259
C -4.381 2.773 -3.914
C -4.001 2.907 -2.452
C -5.262 2.840 -1.482
N -6.320 3.722 -1.998
O -7.448 3.911 -1.203
C -5.695 1.355 -1.122
C -4.821 3.524 -0.196
C -7.426 2.814 -3.975
H -6.663 6.007 -3.059
H -8.283 5.261 -3.037
H -7.505 5.564 -4.559
H -5.525 3.860 -5.320
H -4.735 4.862 -4.000
H -3.560 2.853 -4.626
H -4.958 1.875 -4.135
H -3.377 3.769 -2.216
H -3.386 2.062 -2.144
H -6.043 0.809 -1.999
H -4.919 0.694 -0.735
H -6.535 1.376 -0.428
H -3.895 3.121 0.214
H -4.644 4.585 -0.373
H -5.635 3.465 0.526
H -7.088 1.791 -3.810
H -7.613 3.060 -5.020
H -8.422 2.878 -3.537
H -7.317 4.822 -0.929
C -1.859 -2.378 5.746
C -1.355 -1.368 4.675
C -1.310 -2.053 3.342
C -2.593 -2.241 2.599
C -3.223 -0.869 2.510
C -3.517 -0.154 3.819
N -2.265 -0.177 4.642
O -2.256 0.640 5.756
C -3.996 1.268 3.505
C -4.715 -0.900 4.460
C 0.068 -0.884 4.943
H -1.366 -3.343 5.634
H -2.919 -2.588 5.606
H -1.654 -1.812 6.655
H -0.663 -1.604 2.588
H -0.904 -3.063 3.399
H -3.141 -3.088 3.011
H -2.266 -2.581 1.616
H -4.187 -0.989 2.015
H -2.757 -0.296 1.709
H -3.207 1.844 3.022
H -4.977 1.376 3.043
H -4.005 1.871 4.413
H -4.704 -0.960 5.548
H -5.650 -0.411 4.186
H -4.822 -1.960 4.228
H 0.434 -0.120 4.256
H 0.743 -1.740 4.905
H 0.084 -0.440 5.938
H -1.596 1.301 5.534
C -0.588 0.969 -2.510
C 0.881 0.623 -2.100
C 1.907 1.636 -2.731
C 1.719 3.032 -2.088
C 1.925 2.894 -0.499
C 0.911 1.866 0.069
N 1.020 0.509 -0.660
O 0.174 -0.508 -0.131
C 1.357 1.528 1.532
C -0.510 2.473 0.128
C 1.259 -0.693 -2.814
H -0.786 2.020 -2.721
H -1.404 0.541 -1.927
H -0.910 0.469 -3.423
H 2.919 1.308 -2.495
H 1.844 1.656 -3.819
H 0.727 3.460 -2.233
H 2.400 3.753 -2.539
H 1.895 3.883 -0.040
H 2.940 2.510 -0.396
H 2.393 1.191 1.540
H 1.326 2.386 2.204
H 0.779 0.665 1.863
H -0.526 3.335 0.795
H -0.804 2.752 -0.883
H -1.304 1.748 0.303
H 2.294 -0.978 -2.626
H 1.105 -0.541 -3.882
H 0.556 -1.432 -2.431
H 0.767 -1.206 0.153
C 1.045 6.128 1.996
C -0.091 6.219 3.005
C -0.299 4.901 3.796
C 0.672 4.724 4.980
C 0.746 6.037 5.863
C 1.111 7.300 5.091
N 0.147 7.430 3.937
O 0.126 8.606 3.245
C 0.922 8.539 5.998
C 2.657 7.292 4.590
C -1.399 6.462 2.288
H 0.555 5.893 1.051
H 1.835 5.410 2.215
H 1.554 7.073 1.806
H -1.339 4.849 4.118
H -0.319 4.059 3.103
H 1.636 4.545 4.502
H 0.429 3.809 5.521
H 1.510 6.032 6.641
H -0.240 6.192 6.301
H 1.042 8.366 7.067
H 1.567 9.365 5.698
H -0.104 8.908 6.020
H 3.335 7.586 5.391
H 3.038 6.284 4.424
H 2.889 7.973 3.771
H -1.587 7.448 1.862
H -2.325 6.439 2.862
H -1.689 5.655 1.615
H -0.660 9.062 3.556
C -1.024 -5.396 -2.794
C -1.433 -3.984 -3.364
C -2.431 -4.244 -4.467
C -3.796 -4.261 -3.931
C -4.152 -3.043 -3.093
C -3.227 -2.827 -1.934
N -1.831 -2.974 -2.347
O -0.968 -2.871 -1.224
C -3.473 -1.385 -1.477
C -3.601 -3.838 -0.791
C -0.190 -3.302 -4.156
H -0.848 -6.191 -3.519
H -1.800 -5.811 -2.151
H -0.084 -5.255 -2.261
H -2.381 -3.584 -5.332
H -2.295 -5.257 -4.845
H -3.841 -5.110 -3.248
H -4.469 -4.367 -4.781
H -5.149 -3.324 -2.752
H -4.191 -2.169 -3.743
H -3.129 -0.661 -2.216
H -4.553 -1.250 -1.539
H -3.057 -1.121 -0.505
H -4.609 -3.736 -0.390
H -3.471 -4.880 -1.082
H -2.884 -3.754 0.026
H -0.475 -2.339 -4.580
H 0.127 -3.972 -4.954
H 0.661 -3.230 -3.479
H -0.751 -1.936 -1.234
C 2.103 -4.636 4.420
C 3.007 -4.971 3.222
C 2.463 -5.207 1.866
C 2.026 -3.993 1.111
C 3.145 -3.012 1.019
C 3.850 -2.700 2.336
N 4.050 -3.919 3.112
O 4.818 -3.768 4.295
C 5.137 -2.090 2.006
C 3.072 -1.631 3.186
C 3.580 -6.326 3.604
H 2.633 -4.432 5.350
H 1.426 -5.485 4.506
H 1.569 -3.711 4.201
H 3.131 -5.803 1.245
H 1.493 -5.689 1.987
H 1.119 -3.665 1.618
H 1.741 -4.156 0.072
H 2.619 -2.136 0.640
H 3.829 -3.343 0.238
H 5.734 -1.764 2.858
H 5.738 -2.733 1.364
H 5.056 -1.130 1.495
H 2.078 -1.984 3.463
H 3.601 -1.429 4.117
H 2.913 -0.731 2.593
H 2.803 -7.078 3.462
H 3.973 -6.411 4.617
H 4.394 -6.677 2.970
H 5.728 -3.953 4.052
C 8.201 -3.116 -2.980
C 7.024 -2.563 -3.739
C 7.524 -2.238 -5.185
C 6.399 -2.159 -6.247
C 5.590 -3.405 -6.335
C 4.985 -3.736 -4.848
N 5.936 -3.638 -3.752
O 5.554 -4.079 -2.468
C 3.778 -2.814 -4.543
C 4.601 -5.234 -4.955
C 6.584 -1.302 -3.044
H 9.083 -2.543 -3.268
H 8.424 -4.160 -3.200
H 8.053 -3.079 -1.901
H 8.142 -1.341 -5.161
H 8.179 -3.033 -5.543
H 6.815 -1.994 -7.241
H 5.696 -1.349 -6.052
H 6.201 -4.264 -6.610
H 4.858 -3.336 -7.139
H 3.202 -3.060 -3.652
H 3.942 -1.748 -4.388
H 2.989 -2.876 -5.292
H 3.745 -5.254 -5.630
H 5.339 -5.926 -5.362
H 4.283 -5.784 -4.069
H 6.177 -1.543 -2.062
H 5.854 -0.717 -3.603
H 7.400 -0.639 -2.757
H 6.099 -4.864 -2.377

=====

[2]
217
Properties=species:S:1:pos:R:3 method="wB97M-V/def2-TZVPD" charge=+5 molar_mass_da=1077.9 max_force_ev_per_a=4.2 e_lumo_ha=-0.3304 homo_energy_ev=-16.330
C -0.578 -0.056 1.421
C -0.197 0.650 0.135
C 1.259 0.128 -0.198
O -1.082 0.341 -0.864
H 0.187 0.162 2.176
H -0.523 -1.149 1.414
H -1.625 0.129 1.676
H -0.107 1.719 0.397
H 1.976 0.589 0.494
H 1.612 0.376 -1.199
H 1.328 -0.930 0.055
C -4.802 -6.636 8.123
C -3.964 -5.996 7.049
C -3.937 -4.490 7.360
N -3.214 -3.682 6.228
C -2.831 -2.352 6.936
C -1.818 -1.455 6.249
C -0.604 -2.252 5.767
C -1.043 -3.448 4.950
C -1.949 -4.406 5.713
C -4.164 -3.367 5.072
H -4.537 -6.238 9.107
H -4.506 -7.678 8.238
H -5.871 -6.467 8.013
H -4.508 -6.095 6.108
H -2.979 -6.456 7.021
H -3.457 -4.296 8.317
H -4.961 -4.120 7.395
H -2.327 -2.548 7.881
H -3.778 -1.822 7.020
H -1.360 -0.718 6.907
H -2.205 -0.932 5.371
H 0.026 -2.599 6.590
H 0.137 -1.709 5.178
H -0.116 -3.974 4.716
H -1.514 -3.126 4.019
H -1.557 -4.759 6.666
H -2.182 -5.244 5.060
H -3.566 -2.733 4.417
H -5.072 -2.854 5.376
H -4.323 -4.255 4.463
C 3.806 -3.680 -0.196
C 3.902 -3.509 -1.704
C 4.263 -4.837 -2.353
N 4.511 -4.815 -3.861
C 5.038 -6.171 -4.234
C 4.995 -6.428 -5.724
C 3.602 -6.302 -6.337
C 3.152 -4.876 -6.029
C 3.149 -4.534 -4.548
C 5.543 -3.725 -4.204
H 2.981 -4.350 0.045
H 3.610 -2.676 0.183
H 4.722 -4.046 0.265
H 4.552 -2.650 -1.875
H 2.934 -3.118 -2.027
H 3.443 -5.511 -2.101
H 5.168 -5.281 -1.937
H 4.436 -6.870 -3.651
H 6.056 -6.177 -3.845
H 5.245 -7.481 -5.877
H 5.766 -5.888 -6.272
H 2.888 -7.062 -6.019
H 3.742 -6.368 -7.415
H 2.159 -4.711 -6.454
H 3.752 -4.210 -6.654
H 2.545 -5.338 -4.116
H 2.731 -3.571 -4.265
H 5.743 -3.716 -5.271
H 6.460 -4.079 -3.733
H 5.079 -2.848 -3.765
C 6.184 6.179 2.660
C 5.819 5.221 1.478
C 6.265 3.794 1.748
N 6.436 2.938 0.497
C 7.141 1.654 0.924
C 7.138 0.507 -0.036
C 5.772 0.288 -0.714
C 5.117 1.617 -1.195
C 5.034 2.667 -0.121
C 7.360 3.600 -0.527
H 7.247 6.312 2.839
H 5.659 5.821 3.551
H 5.655 7.130 2.580
H 6.264 5.631 0.569
H 4.770 5.361 1.206
H 5.484 3.246 2.273
H 7.238 3.817 2.236
H 6.571 1.364 1.811
H 8.174 1.835 1.220
H 7.560 -0.400 0.399
H 7.930 0.644 -0.781
H 5.120 0.022 0.128
H 5.817 -0.607 -1.329
H 4.147 1.395 -1.643
H 5.691 1.958 -2.061
H 4.399 2.321 0.698
H 4.551 3.567 -0.497
H 8.293 3.846 -0.024
H 6.922 4.422 -1.088
H 7.524 2.814 -1.262
C -1.240 1.806 5.817
C -0.684 3.186 5.364
C -1.296 3.543 3.994
N -0.395 4.291 3.046
C -1.125 4.419 1.719
C -2.347 5.379 1.853
C -1.869 6.680 2.434
C -1.227 6.556 3.772
C 0.001 5.649 3.753
C 0.883 3.500 2.826
H -0.844 0.999 5.200
H -2.329 1.735 5.833
H -0.974 1.578 6.849
H 0.403 3.142 5.371
H -0.937 3.958 6.091
H -2.226 4.093 4.111
H -1.575 2.677 3.390
H -1.525 3.481 1.331
H -0.480 4.841 0.948
H -3.135 4.962 2.484
H -2.688 5.416 0.818
H -2.542 7.524 2.286
H -1.138 6.950 1.658
H -1.972 6.094 4.421
H -0.888 7.545 4.078
H 0.310 5.363 4.756
H 0.840 6.152 3.275
H 1.439 3.480 3.762
H 1.531 4.043 2.140
H 0.634 2.481 2.536
C -8.781 3.272 -1.289
C -7.346 3.382 -0.745
C -6.639 2.028 -0.841
N -5.193 1.895 -0.300
C -5.054 2.380 1.106
C -5.883 1.533 2.109
C -5.465 0.060 2.038
C -5.358 -0.438 0.560
C -4.643 0.482 -0.475
C -4.327 2.806 -1.096
H -9.367 2.578 -0.680
H -8.840 2.942 -2.324
H -9.291 4.211 -1.079
H -7.368 3.731 0.287
H -6.849 4.094 -1.406
H -6.627 1.629 -1.854
H -7.258 1.409 -0.194
H -5.362 3.419 1.200
H -4.009 2.285 1.405
H -6.946 1.696 1.931
H -5.691 1.776 3.154
H -6.096 -0.608 2.620
H -4.454 0.053 2.457
H -6.385 -0.542 0.204
H -4.960 -1.452 0.590
H -4.963 0.224 -1.483
H -3.561 0.560 -0.353
H -4.790 3.790 -1.159
H -4.305 2.406 -2.110
H -3.302 2.915 -0.751
C -0.692 -4.306 -0.538
C -0.586 -4.097 -2.039
C -0.750 -2.589 -2.379
N -1.559 -2.362 -3.683
C -0.749 -3.006 -4.789
C -1.451 -2.962 -6.151
C -2.894 -3.447 -6.071
C -3.672 -2.747 -4.959
C -2.982 -2.943 -3.648
C -1.626 -0.866 -3.902
H 0.238 -3.972 -0.074
H -0.719 -5.374 -0.304
H -1.591 -3.941 -0.041
H -1.304 -4.848 -2.373
H 0.401 -4.397 -2.394
H 0.219 -2.191 -2.081
H -1.446 -2.088 -1.701
H -0.507 -4.034 -4.519
H 0.199 -2.465 -4.781
H -0.857 -3.550 -6.851
H -1.340 -1.952 -6.553
H -2.861 -4.518 -5.851
H -3.391 -3.423 -7.040
H -4.644 -3.187 -4.727
H -3.817 -1.690 -5.184
H -2.870 -4.010 -3.470
H -3.497 -2.303 -2.932
H -0.695 -0.308 -3.897
H -2.390 -0.372 -3.305
H -1.966 -0.701 -4.925
C 1.859 4.797 -4.622
N 1.113 3.773 -3.762
C 0.791 2.579 -4.714
C 2.061 3.155 -2.749
C -0.146 4.465 -3.157
C -0.932 3.650 -2.156
O -1.470 2.455 -2.661
H 2.908 4.498 -4.701
H 1.761 5.763 -4.135
H 1.685 4.636 -5.686
H 0.009 2.862 -5.410
H 0.492 1.814 -4.002
H 1.762 2.259 -5.091
H 2.384 3.902 -2.024
H 2.903 2.650 -3.224
H 1.571 2.339 -2.216
H -0.736 4.854 -3.987
H 0.418 5.295 -2.731
H -1.818 4.225 -1.872
H -0.258 3.524 -1.305
H -1.297 1.706 -2.056
O 1.509 -0.608 -4.210
C 2.762 -0.529 -4.755
O 3.570 0.209 -4.081
O 3.069 -1.124 -5.783
H 1.818 0.064 -3.567